Below is CH4F6N3O13S6Ti as an isolated structure, with properties calculated with ωB97M-V/def2-TZVPD.

## Properties
Highest occupied orbital energy (alpha / beta): -0.556 / -5.420 eV
Total charge: -2
Multiplicity: 4
Energy relative to the best compared isomer or geometry (same formula, charge and spin): 65.8 kcal per mole

CARTESIAN COORDINATES (ANGSTROEM)
1 Ti 0.27342 -0.12828 0.09526
2 N -1.36989 1.27135 0.51225
3 S -2.01711 1.90908 1.72565
4 O -3.38291 2.42000 1.56808
5 O -1.09572 2.70334 2.57220
6 F -2.17241 0.63200 2.66068
7 S -1.39448 2.57796 -0.48069
8 O -0.37417 3.57721 -0.26489
9 O -2.62639 3.03035 -1.06617
10 F -0.70777 1.72915 -1.66301
11 N 1.50426 -0.79122 1.81631
12 S 0.85965 -1.96732 2.81176
13 O -0.35056 -1.50929 3.49365
14 O 1.78692 -2.77446 3.58533
15 F 0.23558 -2.87427 1.57858
16 S 2.19830 0.05521 2.94001
17 O 3.52856 -0.33113 3.44661
18 O 1.25628 0.68482 3.85192
19 F 2.63292 1.32419 2.04121
20 N 1.76505 -0.69457 -1.73464
21 S 2.52189 0.71053 -2.48809
22 O 1.92897 1.51269 -3.54616
23 O 3.93298 0.61052 -2.48740
24 F 2.20907 1.81918 -1.29131
25 S 1.43920 -1.23071 -3.15665
26 O 2.55250 -1.48721 -4.08922
27 O 0.08545 -0.94583 -3.68026
28 F 1.13759 -2.72375 -2.53953
29 C -2.81463 -1.45058 -1.37874
30 O -2.43574 -2.21434 -0.25159
31 H -3.73418 -0.88070 -1.24551
32 H -2.01184 -0.76829 -1.65823
33 H -2.96943 -2.17036 -2.18252
34 H -2.39136 -1.62525 0.50512

Löwdin population analysis, charges in e, atoms 1 to 2: Ti 0.637; N -0.394